(1)
{"formula": "C4H11NOS", "method": "ωB97M-V/def2-TZVPD", "lumo_energy_ev": -3.14, "multiplicity": 1, "species": ["C", "N", "C", "C", "S", "C", "O", "H", "H", "H", "H", "H", "H", "H", "H", "H", "H", "H"], "xyz": [[-0.665008, -1.639218, -1.241030], [0.240829, -0.584884, -1.259627], [0.499068, -0.161042, -0.010429], [1.913334, 0.514915, 0.088656], [2.020710, 3.371350, 0.975487], [-0.516847, 0.969170, 0.452532], [-2.314716, -0.821039, 0.704229], [-0.936331, -2.010149, -2.218924], [-0.356101, -2.492068, -0.623489], [-1.640633, -1.355021, -0.718516], [2.406868, 0.476732, -0.879596], [0.424761, -0.881809, 0.810295], [1.849474, 1.616460, 0.246213], [2.519492, 0.149156, 0.911416], [-3.159719, -0.664618, 1.148365], [-0.642598, 1.780086, -0.264912], [-1.469441, 0.260275, 0.522356], [-0.173148, 1.471697, 1.356976]], "forces_ev_per_a": [[1.1, -0.6, -1.5], [-1.8, -0.7, -0.2], [2.5, 1.1, 2.2], [-0.2, -0.1, -0.6], [0.0, -0.8, -0.3], [-1.1, 0.5, -0.4], [-0.1, -0.3, -0.3], [0.2, 0.1, -0.4], [-0.1, 0.3, 0.4], [-0.8, 0.5, 1.1], [0.3, -0.2, 0.1], [-0.3, -0.4, -0.2], [-0.3, 1.0, 0.2], [0.0, -0.2, -0.1], [-0.1, -0.3, -0.3], [0.0, -0.2, -0.4], [0.3, 0.8, 0.6], [0.3, -0.5, 0.1]]}


(2)
{"formula": "C24H40BN7ORu", "method": "ωB97M-V/def2-TZVPD", "lumo_energy_ev": [-12.77, -15.78], "multiplicity": 5, "charge": 4, "species": ["Ru", "C", "C", "C", "C", "N", "N", "B", "N", "N", "C", "C", "C", "C", "C", "C", "C", "C", "N", "N", "C", "C", "C", "C", "C", "C", "C", "C", "C", "C", "C", "C", "H", "H", "H", "H", "H", "H", "H", "H", "H", "H", "H", "H", "H", "H", "H", "H", "H", "H", "H", "H", "H", "H", "H", "H", "H", "H", "H", "H", "H", "H", "H", "H", "H", "H", "H", "H", "H", "H", "H", "H", "O", "N"], "xyz": [[-0.035065, -0.049972, 0.431468], [2.656795, -0.017463, -4.386997], [2.460808, -0.024766, -2.923207], [3.499997, -0.008445, -1.901093], [2.802700, -0.016226, -0.630651], [1.526808, -0.043179, -0.895440], [1.310865, -0.041336, -2.289339], [-0.180271, -0.022573, -2.791781], [-0.896984, -1.294456, -2.255867], [-0.838754, -1.652311, -0.867465], [-1.353539, -2.851411, -0.737752], [-1.858355, -3.262075, -2.039745], [-1.509556, -2.218605, -2.960932], [-1.774911, -2.202907, -4.417473], [-1.397329, -3.785540, 0.428201], [-0.806019, -3.243560, 1.721148], [-0.574460, -5.022302, -0.025849], [-2.865436, -4.210285, 0.656220], [-0.860739, 1.265884, -2.252731], [-0.800105, 1.612147, -0.862608], [-1.298607, 2.814950, -0.725604], [-1.795720, 3.245091, -2.024049], [-1.449301, 2.208754, -2.954611], [-1.704246, 2.212240, -4.413261], [-1.349715, 3.722039, 0.460508], [-2.817248, 4.154758, 0.677926], [-0.506461, 4.961497, 0.056355], [-0.786505, 3.128601, 1.743950], [3.328424, 0.016261, 0.764201], [4.130397, 1.321474, 0.953241], [4.242897, -1.206572, 0.985551], [2.140519, -0.028059, 1.736609], [3.715851, -0.029092, -4.633102], [2.181359, -0.887673, -4.846254], [2.207600, 0.874410, -4.832045], [4.566933, 0.005985, -2.079247], [-0.206242, -0.020585, -3.974291], [-2.378050, -4.177094, -2.283592], [-2.219816, -3.145007, -4.729064], [-2.471273, -1.400390, -4.672854], [-0.858924, -2.043988, -4.988488], [0.201199, -2.841906, 1.581829], [-1.454615, -2.507183, 2.192132], [-0.716966, -4.064232, 2.432211], [0.476699, -4.773842, -0.179580], [-0.640925, -5.773493, 0.761323], [-0.964150, -5.478887, -0.937036], [-3.500694, -3.360825, 0.912033], [-3.295623, -4.722249, -0.205037], [-2.887884, -4.913153, 1.489043], [-2.295118, 4.172644, -2.262354], [-2.129383, 3.165320, -4.718896], [-0.787902, 2.040883, -4.979893], [-2.413954, 1.425562, -4.681036], [-3.227874, 4.698457, -0.173242], [-3.465414, 3.304561, 0.896241], [-2.846502, 4.831270, 1.532027], [-0.875630, 5.447414, -0.848317], [-0.577322, 5.691403, 0.862899], [0.544285, 4.705512, -0.087243], [-1.444752, 2.370043, 2.167026], [0.223990, 2.733580, 1.609369], [-0.714953, 3.918607, 2.490668], [4.984174, 1.365684, 0.276339], [3.513573, 2.208512, 0.796478], [4.522835, 1.347138, 1.969906], [5.100277, -1.188026, 0.312031], [4.631764, -1.174915, 2.003356], [3.709603, -2.148634, 0.846512], [1.506593, 0.891187, 1.648460], [1.597224, -0.994584, 1.663455], [2.468978, 0.001832, 2.777079], [-2.183230, -0.032392, 2.345335], [-1.349484, -0.039005, 1.608372]], "forces_ev_per_a": [[-0.3, 0.0, 0.2], [0.0, 0.0, 0.0], [0.0, 0.0, 0.0], [0.0, 0.0, 0.0], [-0.1, 0.0, 0.0], [0.2, 0.0, -0.1], [0.0, 0.0, 0.0], [0.0, 0.0, 0.1], [0.0, 0.0, -0.1], [0.0, -0.1, 0.0], [0.0, 0.1, 0.0], [0.0, -0.1, 0.0], [0.0, 0.0, 0.0], [0.0, 0.0, 0.0], [-0.1, -0.1, 0.0], [0.0, 0.1, 0.0], [0.0, 0.1, 0.0], [0.0, 0.0, 0.0], [0.0, 0.0, -0.1], [0.0, 0.1, 0.0], [-0.1, -0.1, 0.0], [0.2, 0.1, 0.0], [0.0, -0.1, 0.0], [0.0, 0.0, 0.0], [-0.1, 0.1, 0.0], [0.0, 0.0, 0.0], [0.0, -0.1, 0.0], [0.0, 0.0, 0.0], [0.0, 0.0, 0.0], [0.0, 0.0, 0.0], [0.0, 0.0, 0.0], [0.1, 0.0, 0.1], [0.0, 0.0, 0.0], [0.0, 0.0, 0.0], [0.0, 0.0, 0.0], [0.0, 0.0, 0.0], [0.0, 0.0, 0.0], [0.0, 0.0, 0.0], [0.0, 0.0, 0.0], [0.0, 0.0, 0.0], [0.0, 0.0, 0.0], [0.0, 0.0, 0.0], [0.0, 0.0, 0.0], [0.0, 0.0, 0.0], [0.0, 0.0, 0.0], [0.0, 0.0, 0.0], [0.0, 0.0, 0.0], [0.0, 0.0, 0.0], [0.0, 0.0, 0.0], [0.0, 0.0, 0.0], [0.0, 0.0, 0.0], [0.0, 0.0, 0.0], [0.0, 0.0, 0.0], [0.0, 0.0, 0.0], [0.0, 0.0, 0.0], [0.0, 0.0, 0.0], [0.0, 0.0, 0.0], [0.0, 0.0, 0.0], [0.0, 0.0, 0.0], [0.0, 0.0, 0.0], [0.0, 0.0, 0.0], [0.0, 0.0, 0.0], [0.0, 0.0, 0.0], [0.0, 0.0, 0.0], [0.0, 0.0, 0.0], [0.0, 0.0, 0.0], [0.0, 0.0, 0.0], [0.0, 0.0, 0.0], [0.0, 0.0, 0.0], [0.0, 0.0, 0.0], [0.0, 0.0, 0.0], [0.0, 0.0, 0.0], [0.0, 0.0, 0.0], [0.0, -0.1, -0.2]]}


(3)
{"formula": "C23H30FN2O6PtS2", "method": "ωB97M-V/def2-TZVPD", "lumo_energy_ev": -10.41, "multiplicity": 1, "charge": 3, "species": ["Pt", "C", "O", "C", "C", "O", "C", "C", "O", "C", "H", "H", "H", "H", "H", "H", "H", "H", "H", "H", "H", "H", "H", "H", "C", "C", "C", "C", "C", "C", "C", "F", "C", "C", "C", "O", "C", "C", "N", "C", "C", "O", "O", "H", "H", "H", "H", "H", "H", "H", "H", "H", "H", "H", "S", "C", "N", "C", "C", "S", "H", "H", "H", "H", "H"], "xyz": [[1.150659, 1.098876, -0.604752], [0.148152, 3.781422, 0.961796], [1.108788, 2.706449, 0.789300], [2.358990, 2.889895, 1.498606], [2.968499, 1.521058, 1.669950], [3.001187, 0.823336, 0.391163], [4.132172, 1.065097, -0.499223], [3.788826, 2.160969, -1.481117], [2.494805, 1.819041, -2.034333], [2.340987, 1.918113, -3.478649], [-0.011719, 3.920212, 2.029200], [0.527105, 4.694551, 0.506588], [-0.775765, 3.460106, 0.491983], [2.991871, 3.582124, 0.940588], [2.143009, 3.323787, 2.475850], [3.978926, 1.571178, 2.072761], [2.351698, 0.895446, 2.311379], [5.008641, 1.306078, 0.100242], [4.287268, 0.119869, -1.015763], [3.730881, 3.155900, -1.039359], [4.521574, 2.175452, -2.287755], [3.181856, 1.404667, -3.939934], [1.423964, 1.394569, -3.731621], [2.309872, 2.963583, -3.770684], [-0.712312, -5.879830, 1.133550], [-1.855868, -4.989846, 0.670234], [-3.123911, -5.110782, 1.496667], [-2.880716, -4.662533, 2.929231], [-2.250886, -3.296572, 2.963522], [-2.360476, -2.497503, 4.076163], [-1.802516, -1.216467, 4.095245], [-1.940329, -0.485686, 5.192101], [-1.140773, -0.691735, 3.021911], [-1.003225, -1.485443, 1.871977], [-0.309860, -0.992515, 0.718497], [0.159892, 0.246996, 0.834548], [-0.197267, -1.801502, -0.398559], [-0.769729, -3.080429, -0.350798], [-1.394134, -3.555285, 0.698461], [-1.549122, -2.786580, 1.846919], [0.511108, -1.491295, -1.675390], [0.387808, -2.160301, -2.654557], [1.413792, -0.478203, -1.682267], [-1.047878, -6.916115, 1.148590], [-0.373974, -5.616605, 2.136033], [0.138657, -5.813686, 0.455481], [-2.084050, -5.187097, -0.376707], [-3.452956, -6.148540, 1.467590], [-3.915534, -4.510296, 1.042768], [-2.234945, -5.371163, 3.453482], [-3.818060, -4.635667, 3.483707], [-2.894501, -2.843926, 4.952599], [-0.744713, 0.310797, 3.065060], [-0.683268, -3.727457, -1.214700], [-0.924328, 1.338550, -1.582116], [-1.040202, 2.806582, -2.486965], [-2.060395, 2.963219, -3.286064], [-2.153200, 4.221506, -4.047382], [-1.120105, 5.181291, -3.442633], [-0.002730, 4.166161, -2.400751], [-2.726146, 2.216409, -3.452363], [-3.161808, 4.619270, -3.958246], [-1.951252, 4.006246, -5.096302], [-1.571890, 5.932629, -2.800388], [-0.520416, 5.671642, -4.204350]], "forces_ev_per_a": [[0.1, -0.1, 0.0], [0.0, 0.0, 0.1], [0.1, 0.0, -0.2], [0.0, 0.0, 0.0], [0.0, 0.0, 0.0], [-0.1, -0.1, 0.0], [0.0, 0.0, -0.1], [0.1, -0.1, 0.0], [-0.2, 0.6, 0.2], [0.0, -0.3, -0.1], [0.0, 0.0, 0.0], [0.0, 0.0, 0.0], [0.0, 0.0, 0.0], [0.0, 0.0, 0.0], [0.0, 0.0, 0.0], [0.0, 0.0, 0.0], [0.0, 0.0, 0.0], [0.0, 0.0, 0.0], [0.0, 0.0, 0.0], [0.0, 0.0, 0.0], [0.0, 0.0, 0.0], [0.0, 0.0, 0.0], [0.0, 0.0, 0.0], [0.0, 0.0, 0.0], [0.0, 0.0, 0.0], [0.0, 0.0, 0.0], [0.0, 0.0, 0.0], [0.0, 0.0, 0.0], [0.0, 0.0, 0.0], [0.0, 0.0, 0.0], [0.0, 0.0, 0.0], [0.0, 0.0, 0.0], [0.0, 0.0, 0.0], [0.0, 0.0, 0.0], [0.0, 0.0, 0.0], [0.0, -0.1, 0.1], [0.0, 0.1, 0.0], [0.0, 0.0, 0.0], [0.0, 0.0, 0.0], [0.0, 0.0, 0.0], [0.0, -0.1, 0.1], [0.0, 0.0, 0.0], [-0.1, 0.1, -0.1], [0.0, 0.0, 0.0], [0.0, 0.0, 0.0], [0.0, 0.0, 0.0], [0.0, 0.0, 0.0], [0.0, 0.0, 0.0], [0.0, 0.0, 0.0], [0.0, 0.0, 0.0], [0.0, 0.0, 0.0], [0.0, 0.0, 0.0], [0.0, 0.0, 0.0], [0.0, 0.0, 0.0], [0.0, 0.0, -0.1], [0.0, 0.0, 0.0], [0.0, 0.0, 0.0], [0.0, 0.0, 0.0], [0.0, 0.0, 0.0], [0.0, 0.0, -0.1], [0.0, 0.0, 0.0], [0.0, 0.0, 0.0], [0.0, 0.0, 0.0], [0.0, 0.0, 0.0], [0.0, 0.0, 0.0]]}


(4)
{"formula": "C32H19F5IIrN4O3", "method": "ωB97M-V/def2-TZVPD", "lumo_energy_ev": -2.07, "multiplicity": 1, "species": ["Ir", "C", "C", "C", "C", "C", "C", "N", "N", "C", "C", "C", "C", "C", "C", "H", "H", "H", "H", "H", "H", "H", "H", "H", "I", "C", "C", "C", "C", "C", "C", "C", "O", "O", "H", "H", "H", "H", "F", "C", "C", "F", "C", "F", "C", "O", "C", "F", "C", "F", "N", "C", "N", "C", "C", "C", "C", "C", "C", "H", "H", "H", "H", "H", "H"], "xyz": [[0.912288, -0.942746, 0.324921], [-3.865996, -3.586739, 1.890258], [-3.481901, -2.728860, 0.868816], [-2.214715, -2.189532, 0.835974], [-1.276481, -2.512142, 1.833559], [-1.690799, -3.364075, 2.879531], [-2.959482, -3.892242, 2.896671], [0.000248, -2.012942, 1.829685], [0.772871, -2.339599, 2.851979], [2.020037, -1.881940, 2.817029], [2.910509, -2.078274, 3.889993], [4.181166, -1.560622, 3.824993], [4.603857, -0.851284, 2.704232], [3.744100, -0.665882, 1.622343], [2.460432, -1.157093, 1.655939], [-4.856689, -4.012177, 1.899911], [-4.178626, -2.482323, 0.082642], [-1.944845, -1.541400, 0.020169], [-0.977913, -3.592270, 3.654969], [-3.247942, -4.556126, 3.697143], [2.558622, -2.623316, 4.750014], [4.856714, -1.702842, 4.654011], [5.601266, -0.442835, 2.670970], [4.097276, -0.142254, 0.746154], [-4.744819, 3.034248, -2.093968], [-2.735567, 2.374926, -2.057837], [-2.333186, 1.510670, -1.056556], [-1.023771, 1.071366, -1.034646], [-0.119681, 1.473212, -2.005294], [-0.545138, 2.343390, -3.003907], [-1.849945, 2.800181, -3.032342], [1.321102, 0.954799, -2.086228], [1.953241, 1.240501, -3.088583], [1.780624, 0.282425, -1.108050], [-3.035611, 1.166712, -0.314052], [-0.723862, 0.384863, -0.244552], [0.165443, 2.649871, -3.756730], [-2.174324, 3.472149, -3.812767], [-0.019702, -1.684955, -6.778306], [-0.024214, -1.715082, -5.441530], [-1.189839, -1.406658, -4.738618], [-2.302963, -1.062208, -5.400465], [-1.191927, -1.456505, -3.358869], [-2.326588, -1.181681, -2.685459], [-0.041004, -1.810940, -2.598002], [-0.089158, -1.862561, -1.327794], [1.121748, -2.117990, -3.360960], [2.229692, -2.460461, -2.693040], [1.132100, -2.069991, -4.743250], [2.243506, -2.375879, -5.419128], [-0.751950, 2.461555, 2.868671], [-0.284348, 1.209240, 2.678451], [0.616578, 1.143775, 1.734411], [0.796642, 2.434779, 1.282633], [1.691436, 2.973843, 0.363992], [1.612333, 4.327549, 0.120453], [0.675055, 5.143142, 0.760000], [-0.192114, 4.634511, 1.703468], [-0.099628, 3.277665, 1.974296], [-1.416034, 2.753204, 3.565445], [-0.608915, 0.363281, 3.253965], [2.426767, 2.353687, -0.116615], [2.296126, 4.769831, -0.585151], [0.649540, 6.197554, 0.529936], [-0.911642, 5.261495, 2.205072]], "forces_ev_per_a": [[-0.4, 2.8, 0.3], [0.2, 0.2, -0.2], [-0.4, -0.2, 0.2], [0.9, 0.2, 0.2], [-2.4, -1.0, 0.6], [0.4, 0.3, -0.3], [-0.2, -0.1, 0.0], [4.5, -0.3, 1.0], [-3.6, 0.0, -1.2], [2.1, 1.3, -1.3], [-0.6, -0.1, -0.3], [0.2, 0.0, 0.2], [-0.5, -0.1, -0.2], [0.4, 0.2, -0.3], [-1.6, -0.9, -0.2], [-0.1, 0.0, 0.0], [0.0, 0.0, -0.1], [0.1, 0.1, -0.2], [-0.1, -0.1, 0.1], [0.0, -0.1, 0.1], [0.0, -0.1, 0.2], [0.1, 0.0, 0.1], [0.1, 0.0, 0.0], [0.0, 0.1, -0.1], [0.4, -0.1, 0.0], [-0.5, 0.1, 0.1], [-0.2, 0.1, 0.1], [0.1, 0.1, -0.1], [0.3, -0.3, -0.1], [0.0, 0.0, 0.1], [-0.1, 0.1, -0.1], [-1.3, 0.9, -1.4], [0.3, 0.0, 0.4], [0.9, -1.5, 1.7], [-0.1, 0.0, 0.1], [-0.4, 0.3, -0.2], [0.0, 0.0, -0.1], [0.0, 0.0, 0.0], [0.0, 0.0, 0.0], [0.0, 0.0, 0.5], [0.5, -0.1, -0.2], [0.2, -0.1, 0.1], [0.6, -0.3, 0.7], [0.1, 0.0, -0.1], [0.6, 0.3, -3.5], [0.5, -0.2, 4.2], [-0.8, 0.2, 0.5], [0.0, 0.0, -0.1], [-0.5, 0.1, -0.1], [-0.1, 0.0, 0.1], [0.0, -0.3, 0.1], [-0.2, -0.3, 0.1], [0.3, -1.8, -0.8], [-0.2, 0.8, 0.0], [0.0, 0.0, 0.1], [0.1, -0.1, -0.1], [-0.1, 0.0, 0.1], [0.0, 0.1, 0.1], [0.6, -0.1, -0.6], [0.0, -0.1, 0.0], [-0.2, -0.1, 0.1], [0.1, -0.1, -0.1], [0.1, 0.1, -0.1], [0.0, 0.1, 0.0], [-0.1, 0.1, 0.1]]}


(5)
{"formula": "CH4S3Si", "method": "ωB97M-V/def2-TZVPD", "lumo_energy_ev": [-1.55, -1.99], "multiplicity": 1, "species": ["C", "Si", "S", "S", "S", "H", "H", "H", "H"], "xyz": [[-1.891420, 0.393936, -0.068766], [1.955052, 0.046851, -0.321304], [-2.732915, 1.702853, -0.266813], [-1.726696, -1.100233, 0.568450], [0.363081, -0.440525, -1.655219], [1.789689, 1.401694, -0.042343], [1.596126, -0.746321, 0.850861], [3.277487, -0.148460, -0.870624], [-2.630400, -1.109795, 1.805755]], "forces_ev_per_a": [[-0.4, 0.7, -0.7], [-1.3, -1.2, -0.4], [0.8, -0.7, 0.2], [-0.6, -0.7, 2.2], [-0.6, 0.2, -0.1], [0.0, 1.9, 0.6], [0.5, -0.2, 0.5], [0.5, -0.4, -0.2], [1.1, 0.3, -2.1]]}


(6)
{"formula": "C4H9NO2", "method": "ωB97M-V/def2-TZVPD", "lumo_energy_ev": [0.63, 0.63], "multiplicity": 1, "species": ["C", "C", "C", "C", "N", "O", "O", "H", "H", "H", "H", "H", "H", "H", "H", "H"], "xyz": [[-1.861376, 0.993812, -0.568645], [1.169923, -0.961853, 1.191457], [1.233878, -0.003599, -1.117061], [-1.307717, -0.205632, 0.136278], [0.704544, 0.034544, 0.290390], [-1.267682, 2.138828, -0.244904], [-2.922917, 0.995571, -1.133640], [2.166648, -0.738251, 1.388416], [0.784155, -0.813951, 2.209553], [0.999109, -2.036125, 0.892784], [2.243056, 0.101760, -1.218746], [0.954048, -0.973267, -1.604287], [0.709310, 0.876615, -1.512030], [-1.394506, -1.225959, -0.179343], [-1.713609, -0.204756, 1.187446], [-0.496865, 2.022264, 0.282334]], "forces_ev_per_a": [[-1.1, -0.3, 0.8], [-1.6, -1.2, 0.4], [-4.6, -0.9, 1.3], [3.7, 0.2, 1.8], [-3.5, 0.6, -0.8], [-0.9, 0.9, -1.1], [0.6, -0.3, -0.4], [2.3, -0.1, -0.2], [-0.7, -0.1, -0.4], [0.4, 0.8, 0.2], [2.9, 0.5, 0.3], [0.0, 0.8, 0.0], [0.4, -0.5, -0.8], [-0.2, -0.1, -1.0], [0.8, 0.4, -0.8], [1.4, -0.7, 0.8]]}


Across the entries above, ΔE to the lowest compared entry with this formula, charge and spin takes the values 980.48, 6.02, 0.00, 211.57, 258.91, 360.47 kJ/mol, respectively.
Across the entries above, E_tot takes the values -18689.7567, -41228.9798, -67211.1516, -70119.7525, -41481.9230, -9876.3247 eV, respectively.